Formula: C32H56N3P2Ti
Source: the OMol25 dataset
Level of theory: the ωB97M-V functional and the def2-TZVPD basis

```
94
Properties=species:S:1:pos:R:3:forces:R:3
Ti -0.91018 0.18448 0.08883 -1.083 0.583 0.019
P -0.31368 0.17118 2.59833 0.585 -0.057 1.550
P -0.40528 0.24128 -2.46167 0.981 0.342 -1.378
N 0.84042 -0.45142 0.02643 0.084 -0.215 -0.089
N -2.40948 -1.32352 -0.02777 -0.306 -0.372 0.068
N -2.75628 1.58928 -0.01987 -0.139 0.197 0.050
C 2.87712 -2.90752 -1.81777 -0.149 0.162 -0.051
C 2.60992 -2.55222 -3.13907 -0.111 0.040 -0.014
C 0.97492 -0.95262 -2.34387 -0.044 0.173 0.708
C -2.63098 2.46958 -1.19227 0.026 0.307 -0.538
C -3.10708 2.46068 1.11423 -0.050 0.214 0.452
C 1.46902 0.26848 2.24893 -0.239 -0.229 -0.640
C 1.04782 2.37908 -1.45247 -0.194 -0.156 -0.099
C -2.24278 0.77958 -4.56827 0.213 0.027 0.041
C 2.45402 0.58688 3.16993 0.191 0.036 -0.092
C 0.28372 -1.46282 4.94883 -0.220 0.124 -0.043
C 3.39572 -3.17852 -4.24297 0.119 0.009 -0.074
C 0.40782 1.91278 -2.76607 -0.184 -0.181 0.196
C -1.12128 -0.16882 -4.14787 -0.166 -0.064 0.311
C 3.16362 0.14948 0.54473 -0.337 -0.002 -0.245
C -0.41458 -1.42632 3.59153 -0.226 0.196 -0.270
C 4.12442 0.49658 1.47093 -0.198 0.033 0.139
C -0.24018 1.85528 5.06503 -0.117 -0.161 -0.047
C -3.01578 -1.72292 1.25203 -0.277 -0.064 0.550
C -3.89058 0.66388 -0.24137 -0.353 -0.556 -0.128
C -0.65448 1.72938 3.60263 -0.167 -0.209 -0.396
C 3.79402 0.67638 2.81053 -0.151 0.029 -0.056
C 4.82592 0.95588 3.85193 0.043 -0.008 0.080
C 1.42142 1.91268 -3.90577 -0.159 0.007 0.106
C 0.18492 -2.51972 2.69373 -0.141 0.115 -0.112
C 1.63112 -1.59662 -3.39027 0.076 -0.091 0.243
C 2.25472 -2.26622 -0.76917 -0.268 0.063 0.140
C -3.43848 -0.66312 -0.84977 -0.575 0.461 -0.403
C -0.01528 2.85678 2.78203 -0.128 -0.075 -0.203
C 1.33212 -1.24542 -1.01507 0.531 -0.791 -1.399
C -1.93058 -2.52612 -0.72157 0.313 -0.527 -0.381
C 1.82102 -0.01532 0.91533 1.201 0.598 1.356
C -1.58268 -1.62272 -4.25577 0.163 0.054 0.034
H -2.75908 -3.19742 -0.97597 -0.007 0.108 0.065
H 5.14532 0.62938 1.14833 0.146 -0.045 -0.022
H -0.43988 2.87798 5.38093 -0.054 0.077 0.042
H -4.02178 -2.12872 1.09583 0.073 0.035 -0.050
H -4.39638 0.48618 0.71293 0.132 0.018 -0.138
H -0.28228 -0.02172 -4.83797 -0.040 -0.009 0.180
H -0.81388 1.19598 5.70783 -0.006 -0.033 0.096
H -3.08578 -0.86892 1.93103 -0.028 -0.123 -0.056
H 3.61182 -3.67252 -1.61957 0.061 -0.124 0.059
H 2.19402 0.76258 4.19913 -0.043 0.034 0.146
H -1.78218 3.14588 -1.07147 -0.022 -0.097 0.005
H -3.03528 -0.49002 -1.85427 -0.036 -0.116 0.169
H -0.83138 -2.31892 -3.88317 -0.082 -0.058 -0.025
H -1.22928 -3.07512 -0.08967 -0.068 0.125 -0.023
H 2.86602 -3.13812 -5.18907 -0.037 -0.036 -0.121
H 2.50582 -2.51752 0.25423 0.028 -0.008 -0.028
H -2.49438 1.88128 -2.10107 -0.040 0.094 0.125
H -0.40728 2.60418 -3.02357 0.067 -0.189 0.069
H 1.97802 1.83698 -1.27237 -0.099 0.003 0.142
H -3.21608 1.87548 2.02863 0.035 0.019 -0.105
H -1.76188 -1.86202 -5.30187 -0.051 -0.028 -0.079
H -1.48518 -1.61902 3.74793 0.144 0.050 -0.067
H 0.93912 1.76068 -4.86587 -0.009 -0.029 -0.162
H 1.40982 -1.33912 -4.41437 -0.089 -0.011 -0.154
H 1.28232 3.44448 -1.49177 -0.063 -0.041 0.081
H -0.17258 -3.49962 3.00333 -0.037 -0.079 0.010
H -2.34108 3.22008 1.26273 0.043 -0.074 -0.005
H -4.31688 -1.31842 -0.94737 0.186 0.046 -0.038
H -3.13978 0.64278 -3.96247 -0.045 0.021 0.049
H -0.07818 2.66018 1.69693 0.055 0.234 0.231
H 3.45712 -0.01622 -0.48347 0.031 0.017 0.011
H 4.93872 0.08908 4.50283 0.080 -0.023 0.056
H 0.81742 1.67858 5.22373 0.073 -0.048 0.044
H -0.17908 -0.79342 5.66693 0.059 -0.012 0.075
H -0.49228 3.81178 2.99443 -0.065 0.048 -0.005
H -0.05388 -2.36652 1.63433 0.055 -0.157 0.130
H -2.51698 0.56348 -5.59877 -0.058 0.010 -0.070
H 0.36832 2.20068 -0.58847 0.326 0.294 -0.155
H 1.27042 -2.51942 2.79223 0.029 0.026 -0.067
H 0.20802 -2.47772 5.34233 0.003 0.000 0.016
H -1.40898 -2.25282 -1.64147 -0.130 -0.035 0.109
H -1.93188 1.82258 -4.52567 -0.079 0.082 -0.008
H 4.51922 1.79388 4.47363 0.085 0.090 0.078
H 4.34022 -2.64502 -4.36327 0.041 -0.041 -0.066
H 1.03832 2.94538 3.04033 0.047 0.011 -0.117
H 1.92662 2.87488 -3.95027 0.052 0.105 0.010
H 1.34152 -1.22762 4.86123 0.074 0.034 -0.006
H -3.53408 3.08288 -1.31887 0.089 -0.115 0.089
H 2.17642 1.14268 -3.76497 0.094 -0.061 0.022
H -4.05478 2.97648 0.92083 0.048 -0.073 -0.019
H -1.74778 1.83328 3.57483 0.179 -0.019 -0.063
H -4.63698 1.11608 -0.91127 0.154 -0.017 0.174
H 3.63042 -4.21412 -4.00727 0.015 -0.053 -0.076
H -2.42408 -2.50132 1.72853 0.131 0.133 -0.030
H 5.79182 1.17458 3.40653 0.069 0.046 0.025
H -2.51948 -1.78652 -3.72417 -0.063 -0.023 0.059
```
Forces are in eV/Å.

## Properties
- Energy relative to the best compared isomer or geometry (same formula, charge and spin): 0.523 eV
- Orbital gap (alpha / beta): 6.9839 / 7.3718 eV
- Multiplicity: 2
- Net charge: +2

Mulliken population analysis, charges in e, atoms 1 to 2:
1 Ti -1.473
2 P 1.044

***

Formula: C41H39FeN5O8PS
Source: the OMol25 dataset
Level of theory: the ωB97M-V functional and the def2-TZVPD basis

```
96
Properties=species:S:1:pos:R:3:forces:R:3
Fe -0.09970 -0.36032 -0.46075 -0.154 0.554 0.042
S 2.27281 -1.98934 0.93326 -0.187 0.163 0.052
P 0.18608 0.16329 2.37014 0.132 -0.115 0.262
O 1.21958 0.35152 -1.87537 0.355 -0.305 0.343
O 2.61349 -0.59714 0.70387 0.032 -0.047 0.002
O 3.31610 -2.94722 0.65049 -0.078 -0.215 -0.009
O 0.96429 -2.34728 0.33349 0.310 0.486 -0.248
O -2.14275 0.49766 -0.47232 -0.076 0.247 0.070
O -2.22993 -3.41786 -1.80748 -0.261 -0.194 0.089
O -0.76309 -1.79404 -2.05865 0.435 -0.289 -0.032
O 3.80134 -0.27060 -3.01253 0.020 0.068 -0.218
N -0.09687 1.93581 -0.28038 0.036 -0.315 0.223
N -1.62453 -1.99882 0.88676 -0.384 0.063 -0.300
N -1.26502 2.53802 0.15685 0.141 0.001 0.108
N -1.01563 -5.18760 -3.22258 0.003 -0.103 0.103
N -2.90638 -1.64384 0.73965 -0.087 -0.184 0.258
C 1.98610 -2.04730 2.70092 0.062 0.176 0.094
C -3.97782 -0.19672 4.43801 0.054 -0.014 -0.002
C 2.20713 2.25953 -0.83494 -0.031 -0.035 0.190
C -2.38123 1.03417 3.12744 0.070 0.026 0.048
C -3.75173 -2.59163 1.17016 0.048 0.009 -0.028
C 4.63274 1.61078 -1.96597 0.100 0.135 0.102
C -0.21494 -3.97233 -2.97045 0.116 -0.114 0.157
C 3.12427 2.83040 3.41946 -0.026 0.030 -0.012
C 1.21322 -1.05707 3.32715 0.022 -0.250 -0.187
C -1.65385 -3.21311 1.42023 0.122 -0.111 0.054
C -3.03328 -1.19989 4.60680 0.016 0.029 -0.052
C 2.66343 -2.93738 4.82644 -0.012 0.011 0.042
C -2.97842 -3.64233 1.62410 0.054 0.042 0.057
C -6.01101 1.93766 0.23655 0.039 0.038 0.028
C 3.32899 3.06923 -0.60792 -0.007 0.061 0.052
C -6.17838 3.07708 1.01319 0.047 -0.057 -0.033
C -4.73375 1.50438 -0.09982 0.010 0.016 0.078
C -2.24122 1.69980 -0.01810 -0.387 -0.229 -0.190
C -0.44647 -6.28956 -2.42022 0.012 0.103 -0.039
C 0.38281 2.94260 3.05535 0.009 -0.041 0.048
C 2.86160 -1.32182 -3.12397 -0.028 -0.211 -0.081
C 2.27086 1.08789 -1.63215 -0.420 0.075 -0.074
C 1.08946 4.09044 3.38968 0.049 -0.011 -0.032
C -3.61050 2.20468 0.33139 -0.063 -0.065 -0.099
C 0.94159 2.67280 -0.26977 0.321 0.212 -0.175
C 4.54531 2.75209 -1.16158 -0.003 -0.057 -0.045
C -3.78648 3.35762 1.09356 -0.036 0.120 -0.001
C -1.39628 0.06569 3.33611 -0.107 -0.071 -0.221
C 2.46238 4.03904 3.58403 -0.045 -0.046 -0.014
C 1.02855 1.71211 2.93274 0.001 0.002 -0.042
C -1.06780 -2.95179 -2.22326 -0.165 0.471 -0.084
C 3.54448 0.80350 -2.20218 0.002 -0.114 -0.008
C -5.05997 3.78739 1.43755 0.028 -0.010 -0.021
C 2.69136 -2.98970 3.44300 -0.023 0.128 -0.062
C -3.64951 0.91763 3.68060 0.022 -0.014 -0.002
C 1.94406 -1.93476 5.46334 0.032 -0.076 0.108
C 1.22746 -1.01191 4.72095 -0.035 0.027 -0.079
C 2.41680 1.68385 3.09098 0.030 -0.074 -0.067
C -1.76459 -1.07511 4.05563 0.031 0.044 0.031
C 1.02526 -5.94626 -2.24023 0.034 -0.011 -0.011
C 1.02508 -4.41867 -2.14648 -0.032 0.056 -0.083
H -7.17262 3.41329 1.28239 0.014 -0.007 -0.005
H 5.42249 3.36039 -0.97830 -0.023 -0.001 -0.019
H -3.05554 -0.72523 0.29986 0.111 -0.104 -0.025
H -1.01037 -5.41918 -4.20298 0.002 -0.023 -0.081
H 4.20061 2.77748 3.53185 -0.023 -0.006 -0.016
H 3.21965 3.94777 0.02281 -0.019 -0.049 -0.031
H -2.17885 1.87326 2.47927 0.048 -0.001 0.092
H 2.95977 0.76233 2.92100 -0.028 0.010 0.025
H 1.59852 -6.28384 -3.10802 -0.015 0.007 0.001
H 3.01389 4.93495 3.84079 0.001 0.010 -0.006
H -0.94563 -6.32286 -1.44823 -0.030 0.032 0.004
H 1.93377 -3.98824 -2.55240 0.082 0.100 0.015
H -4.58770 0.62158 -0.71019 -0.029 0.014 -0.003
H -4.82232 -2.46083 1.12017 0.094 0.018 0.014
H -3.31886 -4.56806 2.06008 0.022 0.044 -0.049
H 3.28921 -3.72074 2.91111 -0.043 0.063 0.042
H 3.38272 -2.10680 -3.67650 0.037 -0.030 0.016
H -2.28486 -4.32033 -2.19595 -0.064 -0.035 -0.022
H 0.56135 5.03351 3.47249 0.006 -0.028 0.023
H -6.87786 1.38711 -0.10980 0.020 -0.003 0.007
H -5.18433 4.68131 2.03913 0.019 -0.035 -0.024
H 2.56256 -1.69183 -2.14775 -0.010 -0.103 0.080
H 0.95382 -4.07688 -1.11787 -0.043 0.045 0.097
H 0.08447 -3.49464 -3.90174 -0.007 -0.015 -0.074
H -4.96613 -0.29623 4.87101 0.005 -0.002 -0.022
H -3.28700 -2.09956 5.15572 0.015 0.018 -0.011
H 1.93919 -1.87383 6.54568 0.006 0.014 -0.028
H -1.06428 -1.89029 4.17461 -0.015 0.011 0.015
H 0.86971 3.68269 0.14072 -0.032 0.047 -0.026
H 0.66042 -0.23999 5.22761 0.012 0.004 0.010
H 1.96579 -1.01818 -3.66456 0.008 -0.008 0.006
H 3.22767 -3.65694 5.40762 -0.027 -0.006 -0.001
H 5.57653 1.32307 -2.41692 -0.041 -0.017 0.014
H -0.62063 -7.24306 -2.91670 -0.039 -0.020 -0.008
H -0.67396 3.03182 2.86515 -0.062 -0.017 0.012
H -0.72403 -3.72594 1.63170 -0.116 0.108 -0.046
H -4.38612 1.69012 3.48717 0.036 -0.021 -0.003
H -2.90757 3.91092 1.40610 -0.059 -0.043 -0.024
H 1.45190 -6.40934 -1.35011 0.040 0.016 -0.037
```
Forces are in eV/Å.

## Properties
- Energy relative to the best compared isomer or geometry (same formula, charge and spin): 0.114 eV
- Orbital gap (alpha / beta): 6.2501 / 6.3178 eV
- Multiplicity: 5
- Net charge: -1

Mulliken population analysis, charges in e, atoms 1 to 2:
1 Fe 3.462
2 S 1.540

***

Formula: C4H7NO2S
Source: the OMol25 dataset
Level of theory: the ωB97M-V functional and the def2-TZVPD basis

```
15
Properties=species:S:1:pos:R:3:forces:R:3
S 0.08802 -1.49199 -2.01986 0.584 0.333 0.586
O 1.20436 2.35313 0.21859 0.294 -0.139 -0.495
O 0.58266 1.40618 2.13869 -0.138 -0.919 -0.391
N -1.16271 -0.14302 0.90582 0.718 -0.993 0.503
C -0.19096 0.43981 0.02147 1.301 0.623 -0.528
C -1.67906 -1.46703 0.63413 -1.638 0.447 -2.201
C 0.63050 1.47502 0.88503 0.014 1.060 0.437
C 0.85211 -0.56751 -0.61634 -1.697 -0.716 0.291
H 1.07678 -1.26789 0.19777 0.468 -0.033 -0.392
H -0.61603 -0.13235 1.77713 -0.574 0.156 0.187
H -0.54374 1.05663 -0.80902 -0.593 -0.267 0.147
H 1.73381 -0.07834 -1.01864 -0.037 0.343 0.160
H -2.59084 -1.39183 -0.00453 -0.197 0.370 0.711
H -1.16003 -2.04070 -0.15911 0.987 -0.352 0.793
H -1.98892 -2.05863 1.49225 0.508 0.085 0.192
```
Forces are in eV/Å.

## Properties
- Energy relative to the best compared isomer or geometry (same formula, charge and spin): 0.527 eV
- Orbital gap (alpha / beta): 7.6733 / 5.8356 eV
- Multiplicity: 2
- Net charge: -1

natural (NBO) population analysis, charges in e, atoms 1 to 2:
1 S -0.036
2 O -0.769